No. 1
C24H21N2O3 | ωB97M-V/def2-TZVPD

Structure (XYZ):
```
50
C24H21N2O3 ωB97M-V/def2-TZVPD
C 2.8596 -0.4856 2.6309
C 1.7380 0.2279 1.9210
O 2.1216 1.6601 1.9006
C 1.2451 2.4194 1.2086
O 0.0410 2.1833 1.2343
C 1.8547 3.4966 0.3391
N 0.9302 3.4203 -0.9746
N 0.6716 3.6540 -2.0541
C 1.9775 4.8599 0.9474
C 0.9759 5.0726 2.0781
C -0.3819 4.8886 1.7879
C -1.3637 5.2710 2.6793
C -1.0171 5.7189 3.9739
O -2.0389 6.0712 4.8076
C -1.6840 6.5387 6.1336
C 0.3505 5.8362 4.2920
C 1.3299 5.5532 3.3403
C 3.4683 5.0299 1.2844
C 4.1955 4.5612 2.3644
C 5.5929 4.7304 2.3370
C 6.2375 5.2850 1.2216
C 5.4893 5.7978 0.1585
C 4.1069 5.6851 0.2105
C 3.0911 6.2096 -0.7054
C 3.2323 6.9829 -1.8508
C 2.0937 7.5253 -2.4366
C 0.8412 7.3119 -1.8539
C 0.6811 6.4548 -0.7573
C 1.8164 5.8825 -0.2058
H 2.5417 -1.5151 2.8202
H 3.7401 -0.5050 1.9761
H 3.1187 0.0103 3.5758
H 1.6767 -0.0542 0.8603
H 0.7584 0.0959 2.4034
H 2.8444 3.1186 0.0010
H -0.7058 4.4821 0.8274
H -2.4153 5.1545 2.4330
H -2.6429 6.6926 6.6286
H -1.0918 5.7848 6.6745
H -1.1265 7.4862 6.0809
H 0.6380 6.1416 5.2950
H 2.3663 5.7404 3.6138
H 3.6885 4.0944 3.2080
H 6.1872 4.3711 3.1737
H 7.3242 5.3815 1.2066
H 5.9344 6.3046 -0.6968
H 4.2238 7.1343 -2.2561
H 2.1732 8.1317 -3.3340
H -0.0481 7.7312 -2.3104
H -0.3087 6.2698 -0.3350
```

Values from the calculation:
HOMO energy	-11.2	eV
charge	+1
SMILES	CCOC(=O)[C@@H]([N+]#N)C1(c2ccc(OC)cc2)c2ccccc2-c2ccccc21
E_LUMO	-5.5	eV
DFT total energy	-1262.0736	Eh

=====

No. 2
C21H34N5O4RuS | ωB97M-V/def2-TZVPD

Structure (XYZ):
```
66
C21H34N5O4RuS ωB97M-V/def2-TZVPD
Ru 0.8561 0.8419 0.0949
N 3.0188 1.6185 -0.7566
C 3.6886 2.4478 0.2551
C 3.1234 3.8618 0.3150
C 1.6877 3.9335 0.8247
N 0.7558 3.2611 -0.0866
H 3.5736 0.7907 -0.9723
H 2.9145 2.1508 -1.6190
H 4.7612 2.5198 0.0365
H 3.5680 1.9652 1.2317
H 3.1933 4.3321 -0.6675
H 3.7545 4.4359 0.9909
H 1.4182 4.9925 0.9397
H 1.6121 3.4533 1.8065
H 0.8923 3.6064 -1.0360
H -0.2042 3.4764 0.1816
O -0.0273 -0.4084 1.9694
N 0.4003 0.3833 2.8502
O 0.1363 0.2666 3.9988
O 1.1107 1.3256 2.4080
O -1.1393 1.2151 -1.0456
S -1.9464 1.0418 0.2124
C -3.1033 2.4327 0.2466
C -3.5247 2.8759 1.4902
C -4.4317 3.9221 1.5555
C -4.8910 4.5146 0.3884
C -4.4459 4.0657 -0.8472
C -3.5375 3.0211 -0.9289
C -3.0716 -0.3140 -0.1473
C -3.6824 -0.9511 0.9194
C -4.5524 -1.9961 0.6578
C -4.7864 -2.3946 -0.6510
C -4.1561 -1.7478 -1.7049
C -3.2804 -0.7029 -1.4590
H -3.1594 2.4146 2.3950
H -4.7699 4.2740 2.5170
H -5.5919 5.3346 0.4426
H -4.8032 4.5235 -1.7564
H -3.1791 2.6686 -1.8831
H -3.4867 -0.6393 1.9332
H -5.0396 -2.5000 1.4765
H -5.4567 -3.2174 -0.8489
H -4.3431 -2.0511 -2.7232
H -2.7787 -0.1920 -2.2667
C 0.4641 -4.2050 -1.6943
C 0.8581 -3.9631 -0.2370
N 2.1917 -3.4184 -0.0589
C 3.2895 -4.3529 0.0636
C 4.1232 -4.4222 -1.2162
C 2.3903 -2.0910 -0.0239
C 3.6395 -1.5420 0.5970
N 1.5256 -1.2342 -0.4814
H -0.5343 -4.6314 -1.7117
H 1.1494 -4.9085 -2.1608
H 0.4596 -3.2887 -2.2816
H 0.8250 -4.9174 0.2937
H 0.1480 -3.2924 0.2565
H 2.8844 -5.3404 0.2809
H 3.9356 -4.0648 0.8947
H 3.5055 -4.7062 -2.0642
H 4.9027 -5.1690 -1.0909
H 4.6010 -3.4725 -1.4364
H 3.8766 -2.0588 1.5264
H 3.4716 -0.4886 0.8249
H 4.5004 -1.6390 -0.0638
H 0.7180 -1.6441 -0.9518
```

Values from the calculation:
spin multiplicity	2
HOMO energy (alpha / beta)	-14.5 / -14.5	eV
charge	+2
E_LUMO (alpha / beta)	-8.6 / -8.0	eV
relative energy (zero: lowest compared OMol25 entry of this formula, charge and spin)	0.0	kJ/mol
DFT total energy	-1887.6871	Eh

=====

No. 3
C2H6N2 | ωB97M-V/def2-TZVPD

Structure (XYZ):
```
10
C2H6N2 ωB97M-V/def2-TZVPD
C -4.4995 2.1569 -1.9775
N -3.8073 2.8573 -2.7772
H -5.5063 2.0111 -2.3107
H -4.1695 1.7331 -1.0322
H -2.9398 3.1435 -2.3162
C 4.2089 -2.0186 1.9033
N 4.2220 -3.2956 1.8771
H 4.0630 -1.4822 0.9772
H 4.4704 -1.5158 2.8371
H 3.9582 -3.5898 2.8190
```

Values from the calculation:
HOMO energy	-10.0	eV
charge	0
SMILES	C=N.C=N
E_LUMO	1.2	eV
relative energy (zero: lowest compared OMol25 entry of this formula, charge and spin)	267.1	kJ/mol
DFT total energy	-189.2278	Eh

=====

No. 4
C10H17N3O5PdS | ωB97M-V/def2-TZVPD

Structure (XYZ):
```
37
C10H17N3O5PdS ωB97M-V/def2-TZVPD
Pd 0.1553 0.4260 1.0574
O -1.7125 2.2058 1.9975
C -1.0440 3.2913 1.3914
C -1.1070 3.2283 -0.1391
N -0.4053 2.0739 -0.7052
C -1.1385 1.4445 -1.7970
C -0.6911 -0.0107 -2.1419
O -0.7028 -0.3125 -3.3560
O -0.4178 -0.7590 -1.1712
C 0.9481 2.4169 -1.1318
C 1.9295 2.7929 0.0205
O 2.5504 3.8694 -0.1215
O 2.0376 1.9671 0.9644
H -1.1376 1.3745 1.7394
H 0.0023 3.3370 1.7110
H -1.5474 4.2105 1.7201
H -0.7059 4.1702 -0.5504
H -2.1638 3.1646 -0.4122
H -1.0895 2.0438 -2.7201
H -2.1881 1.3542 -1.5050
H 0.9312 3.2493 -1.8535
H 1.3742 1.5395 -1.6255
S -0.7549 -1.3418 2.9907
C -0.1088 -2.2865 1.7418
N -0.7672 -3.4300 1.3664
C -0.4439 -4.0802 0.1021
C 1.0709 -4.1338 -0.0122
C 1.5733 -2.7007 0.0107
N 1.0839 -2.0114 1.2017
H -1.7379 -3.4049 1.6272
H -0.8524 -3.5253 -0.7503
H -0.8758 -5.0850 0.1155
H 1.3742 -4.6340 -0.9341
H 1.4728 -4.6931 0.8390
H 1.2130 -2.1715 -0.8752
H 2.6658 -2.6639 0.0250
H 1.2097 -0.9153 1.1802
```

Values from the calculation:
HOMO energy	0.0	eV
charge	-2
E_LUMO	5.0	eV
relative energy (zero: lowest compared OMol25 entry of this formula, charge and spin)	214.1	kJ/mol
DFT total energy	-1457.8113	Eh